Formula: C45H110BN16O25
Source: the Open Molecules 2025 dataset
Level of theory: ωB97M-V/def2-TZVPD

```
197
Properties=species:S:1:pos:R:3
O 8.71503 4.66070 -0.85511
O -1.65385 -0.30608 -1.99748
O 0.63051 -4.43407 -3.51469
O -2.29475 0.14291 0.21308
O -6.24884 -3.64340 -4.95287
O -4.69437 5.59349 -4.82085
O -1.71764 1.98778 -1.34474
O 0.73138 1.04149 4.08208
O -3.89228 -1.42911 0.48482
O -4.15829 -2.81433 -8.20414
O -2.96071 -2.11651 -2.35534
O 1.52803 2.26100 -0.00523
O -0.70567 3.99941 -1.25174
O 0.10789 -2.06624 -7.20986
O 0.81130 -8.14052 3.87119
O -6.09732 2.85031 0.98220
O 4.50612 3.60759 4.33511
O 2.68373 3.88541 8.61279
O 5.28335 0.75656 0.69012
O -0.01323 0.65818 -0.42593
O -4.06370 5.40198 4.59102
O 0.11650 -3.77711 2.23732
O 2.85199 4.39824 -2.54494
O -4.51566 -6.11594 -0.41689
O -1.46299 2.54734 -4.51840
N 2.29304 3.81702 3.73799
N 7.96462 1.59566 -0.07903
N -0.62711 -1.64208 -5.06190
N -1.20998 -5.14287 -1.68202
N -4.50208 2.79233 3.42246
N 0.03806 4.31396 -4.42089
N 3.73483 2.84201 2.27567
N -0.89325 -0.07918 -6.84962
N 1.84363 5.25228 -0.70224
N -4.72290 -1.40328 -5.55675
N 1.96973 -5.38661 3.55861
N 0.71094 2.13700 -4.03377
N -3.27042 4.26234 -3.54645
N 4.04456 4.81389 -0.66336
N 1.90127 2.14504 6.62540
N -4.90311 5.67698 -2.57460
C 1.61421 0.41061 4.99165
C -0.74938 -2.84744 1.73139
C -5.42268 -5.09547 -0.74067
C -5.23267 -4.63706 -5.23078
C -4.30105 -1.41323 -8.03069
C 0.80985 0.54258 2.80806
C -5.28178 3.41411 -0.09377
C 7.23578 2.62804 -0.75965
C -4.30865 1.92656 2.30351
C -2.32812 -5.12857 -0.73036
C -3.34654 -6.09671 -1.18576
C -5.58431 1.61461 1.49359
C 4.23570 -0.17326 0.52276
C 7.53064 1.17055 1.21834
C 2.41678 -4.48293 2.48933
C 8.11552 3.57534 -1.58593
C -3.24387 3.28070 3.90033
C 0.85665 -9.16198 2.98854
C -2.88068 -3.43449 -8.03961
C 10.11856 4.74037 -0.95228
C -2.53805 -1.22335 -1.66917
C 0.42009 1.95841 -0.35999
C 1.64686 -4.55097 -4.49247
C 1.09090 -4.47003 -2.17882
C 2.05129 -7.75851 4.42255
C 1.25398 0.90755 6.33137
C -6.08718 -2.65001 -3.91655
C -0.31457 2.96135 -4.30021
C -3.03852 -0.87709 -0.20244
C 3.71732 3.45121 7.69992
C -3.40961 4.22485 5.06031
C -5.29892 -1.08005 -6.91285
C -4.28409 5.14485 -3.74691
C -3.67545 6.45071 5.46914
C -0.13423 -4.19048 -1.33345
C 6.44863 0.16982 1.21761
C 1.43022 -3.32088 2.55663
C 3.60878 3.41019 3.57730
C -0.71653 2.80906 -1.01235
C -5.67912 -1.29031 -4.46521
C 2.86312 4.80325 -1.43159
C -0.42248 -1.28928 -6.44959
C 3.27252 2.07566 7.23156
C 2.68881 -6.64827 3.59782
C 2.88933 5.22291 9.05218
B -1.45794 0.64814 -0.86412
H 3.43908 -4.00897 2.65166
H -1.26424 -2.28909 2.51814
H 2.02625 5.32840 0.29058
H 7.35604 4.05025 -2.22808
H -0.71673 5.01714 -4.41115
H -2.73993 -4.08175 -0.57037
H -2.77686 3.84246 -4.27200
H -3.57213 -5.86869 -2.19733
H 1.80786 -2.53016 1.89845
H 2.62350 0.76199 4.73804
H 0.14665 -4.23687 -0.25344
H -5.92132 3.98783 -0.72995
H 1.50710 -0.73103 4.86541
H 3.41130 0.43752 0.30678
H -1.96964 -5.49866 0.27465
H -5.13325 3.59348 3.19441
H 2.66737 -8.67437 4.47480
H 10.41665 4.80379 -2.01785
H 2.16530 3.96667 4.72949
H -2.41563 -3.08443 -7.08238
H 2.37900 -3.70159 -4.45816
H -4.36144 7.28353 5.22156
H -3.31719 -0.97491 -7.71434
H -5.12307 -4.03296 -0.72507
H -0.47113 -3.16747 -1.50246
H -5.27661 -2.92014 -3.26504
H 8.90573 2.91033 -2.00363
H -3.02373 3.75187 -2.70527
H 1.03945 -0.54642 2.76748
H 10.53940 3.89236 -0.51783
H 6.49579 2.29371 -1.45383
H 1.49803 -5.44591 -2.00917
H -4.68761 -1.14442 -8.97412
H -5.62429 -0.07327 -7.02852
H 1.53730 -2.93991 3.61499
H 1.57375 2.42761 -3.60340
H -3.18589 -4.49415 -7.97477
H -5.79053 -5.28479 -5.88275
H 8.36556 0.72941 1.74558
H 0.89411 4.96332 -1.07463
H -0.23512 -2.19985 1.01955
H 1.51749 1.01156 2.11385
H -2.43860 4.49062 5.52422
H -4.41486 -4.26395 -5.85722
H -3.67369 2.29400 1.49690
H 1.88462 -7.38464 5.39339
H -6.25912 -5.24298 -0.10832
H 3.74889 -6.60003 3.94471
H 2.20234 -5.49513 -4.48498
H 1.54710 0.10956 7.05477
H -0.23648 -2.50222 -4.70471
H -2.62486 2.37073 4.17788
H 0.93967 -5.47356 3.54691
H 10.27989 5.69856 -0.43981
H 3.84974 4.63934 0.32448
H -4.29890 5.75705 -1.81217
H -5.84354 -5.18956 -1.77869
H -0.16166 -9.46710 2.61103
H 4.09052 -0.75884 1.45802
H -4.42927 -2.35153 -5.61969
H -4.53867 4.07292 0.33140
H -0.19740 0.64377 2.34932
H 8.13477 0.82200 -0.72382
H -1.49990 -3.42093 1.16397
H 1.52204 -8.96383 2.11417
H -5.21520 -0.77680 -3.62630
H -0.91219 0.30898 -7.74432
H 3.42647 5.79874 8.31467
H 3.76318 4.17350 6.90796
H -4.03480 3.78502 5.84864
H -2.67822 6.74030 5.24364
H 6.62867 -0.74342 0.68024
H -2.19894 -3.29360 -8.92051
H 7.23027 2.06702 1.79447
H -3.83701 1.00021 2.63938
H 4.54282 2.24975 2.12784
H 2.51413 -4.98096 1.50540
H -0.75055 -1.00097 -4.31969
H 2.87307 -7.06198 2.50756
H -2.97814 -7.09584 -1.16345
H 2.95481 2.71418 1.70490
H -6.21705 -1.63976 -7.10389
H -6.38983 1.14549 2.02718
H -4.75871 -5.19763 -4.41906
H -5.32675 0.95174 0.68253
H 3.58889 5.26846 9.89521
H 0.27333 1.26242 -3.81683
H 4.70401 3.30756 8.13162
H 1.91245 5.61553 9.28211
H 0.16455 1.11134 6.34240
H 3.21979 1.38118 8.11413
H -2.67146 3.70359 3.09507
H -1.58906 0.39899 -6.29496
H 6.29556 -0.08604 2.30293
H -5.36746 6.58142 -2.69556
H 1.92124 -3.65061 -2.08259
H 4.73463 4.05394 -0.87097
H 1.09333 -4.43500 -5.47116
H -6.65261 -0.79081 -4.68320
H 1.26040 -10.08300 3.38259
H -3.85576 6.18208 6.48200
H -4.83694 2.50270 -0.65890
H 6.70008 3.19926 -0.06279
H 1.32863 2.67896 7.29066
H 0.84899 4.63539 -3.88042
H 3.96116 1.64176 6.55685
H -7.02998 -2.51807 -3.34996
H 4.54095 -0.77681 -0.30707
H -1.53070 -4.97198 -2.64141
H 1.62340 3.07152 3.41175
```

Computed properties:
- Total charge: -1

Formula: C15H5Cl9NO6S3W
Source: the Open Molecules 2025 dataset
Level of theory: ωB97M-V/def2-TZVPD

```
40
Properties=species:S:1:pos:R:3
W 1.28806 0.57460 1.14983
Cl -2.88524 -4.58300 2.63361
Cl -1.83761 0.38038 -0.54268
Cl -1.05520 5.06398 -3.06239
Cl -4.18492 -2.15535 4.10411
Cl 2.80374 2.94269 0.05051
Cl 1.81202 5.25793 -1.83547
Cl -0.24877 -4.15072 0.92897
Cl -2.87202 0.71091 3.86168
Cl -2.86162 2.61950 -2.43163
S 3.33524 1.08714 2.88624
S 0.98051 -0.06892 -3.39375
S 2.53484 -0.28806 -0.82472
O 4.28654 2.08436 2.57179
O 3.34745 0.38069 4.10576
O 0.65679 -1.25478 1.04307
O 3.15862 0.09181 1.68109
O 1.83921 1.65588 2.63532
O -0.31928 0.59063 2.14161
N 0.62325 -1.95038 -1.73023
C -0.02681 -1.48039 -3.97167
C -1.02718 -0.52831 2.37507
C 1.31201 -0.85816 -1.91305
C -0.43038 -2.23415 -2.70673
C -0.49469 3.84675 -2.01395
C -2.16665 -3.03506 2.53953
C -0.84872 1.76448 -0.85122
C -1.31425 2.74652 -1.71246
C 0.78915 3.94276 -1.46827
C -2.75040 -1.93864 3.20068
C 0.41988 1.84330 -0.27233
C -2.18508 -0.66320 3.11699
C -1.00079 -2.86963 1.79465
C 1.21832 2.93013 -0.62701
C -0.44596 -1.60796 1.73892
H 0.59535 -2.08055 -4.63214
H 0.71468 -2.47583 -0.86491
H -0.88588 -1.10706 -4.52164
H -1.37960 -1.87827 -2.30293
H -0.49461 -3.30600 -2.88024
```

Computed properties:
- Total charge: +1
- Energy above the lowest of the compared OMol25 structures with the same formula, charge and spin: 0.0 kJ/mol

no.,highest occupied orbital energy (eV)
1,-6.690
2,-12.117